Record 1
# C25H35BrCl2GaN2OSSi3

A molecular structure, C25H35BrCl2GaN2OSSi3 in a non-equilibrium geometry (ωB97M-V/def2-TZVPD, the OMol25 dataset).

```
71
Properties=species:S:1:pos:R:3:lowdin_charge:R:1
Ga -0.28 0.08 0.09 0.346
Cl -0.21 -1.67 1.95 0.528
C -0.31 -3.84 0.45 -0.087
C -0.28 -5.06 1.07 -0.104
C -0.25 -6.22 0.29 -0.104
C -0.25 -6.13 -1.08 -0.139
C -0.26 -4.88 -1.70 -0.663
Cl -0.23 -4.84 -3.45 0.645
C -0.29 -3.71 -0.96 -0.363
S -0.23 -1.92 -1.82 0.814
H -0.27 -5.12 2.15 0.099
H -0.23 -7.20 0.77 0.094
H -0.22 -7.02 -1.70 0.091
C 4.63 -1.08 -1.26 -0.198
Si 2.82 -1.57 -1.01 0.539
C 2.87 -3.18 -0.07 -0.161
C 2.26 -2.03 -2.93 -0.257
C 1.94 -0.05 0.07 -0.445
Si 2.47 -0.15 2.07 0.506
C 4.34 -0.35 2.14 -0.202
C 1.86 -1.45 3.46 -0.321
C 1.93 1.49 2.85 -0.195
Si 2.38 1.53 -0.75 0.391
C 2.41 1.49 -2.63 -0.170
C 4.01 2.32 -0.19 -0.173
C 0.96 2.75 -0.39 -0.286
C 1.11 4.10 -0.60 -0.078
C 0.04 4.97 -0.37 -0.076
C -1.16 4.44 0.05 -0.088
C -1.29 3.05 0.23 -0.158
N -0.24 2.24 0.02 -0.011
H 5.14 -1.89 -1.80 0.031
H 5.14 -0.92 -0.31 0.005
H 4.73 -0.17 -1.85 0.006
H 3.40 -3.91 -0.68 0.041
H 1.89 -3.58 0.17 -0.002
H 3.43 -3.06 0.86 0.022
H 2.90 -2.82 -3.36 0.018
H 2.39 -1.14 -3.55 -0.004
H 1.21 -2.38 -3.09 -0.120
H 4.62 -1.35 1.83 0.014
H 4.68 -0.22 3.17 0.029
H 4.87 0.37 1.51 0.003
H 2.14 -2.45 3.12 0.000
H 0.76 -1.38 3.64 -0.082
H 2.34 -1.31 4.45 0.015
H 2.29 2.36 2.30 0.008
H 2.30 1.54 3.87 0.029
H 0.84 1.54 2.88 0.025
H 3.20 0.84 -3.01 0.009
H 2.60 2.50 -3.00 0.031
H 1.45 1.16 -3.03 0.040
H 4.83 1.64 -0.44 0.017
H 4.02 2.50 0.88 0.019
H 4.18 3.27 -0.70 0.023
H 2.07 4.49 -0.92 0.095
H 0.16 6.04 -0.52 0.100
H -2.01 5.08 0.25 0.089
H -2.59 2.37 0.59 0.095
Br -5.28 -2.47 -1.22 0.697
C -4.41 -0.97 -0.44 -0.682
C -5.21 0.10 0.07 -0.150
C -4.53 1.14 0.65 -0.095
C -3.14 1.10 0.67 -0.225
N -2.35 0.10 0.14 -0.017
C -3.05 -0.95 -0.39 -0.195
H -6.29 0.07 0.02 0.083
H -5.05 1.98 1.08 0.108
H -2.34 1.92 1.34 0.160
H -2.47 -1.76 -0.80 0.044
O -0.30 -1.80 -0.01 -1.060
```

Results
**Relative energy (zero: lowest compared OMol25 entry of this formula, charge and spin)**: 289.3 kcal per mole
**2S+1**: 1
**Molecular weight**: 716.4 g mol⁻¹
**Net charge**: -1
**HOMO-LUMO gap (spin up / spin down)**: 6.328 / 5.432 eV



Record 2
# C25H35BrI2NO11P

A molecular structure, C25H35BrI2NO11P (ωB97M-V/def2-TZVPD, the OMol25 dataset).

```
76
Properties=species:S:1:pos:R:3:lowdin_charge:R:1
C -2.66 -3.44 2.51 -0.162
C -3.30 -2.07 2.65 -0.314
C -2.46 -0.86 3.05 -0.585
Br -1.25 -1.22 4.56 0.776
C -1.73 0.04 2.08 -0.133
C -1.11 -0.13 0.90 -0.138
C -0.85 -1.32 0.01 -0.681
I -2.64 -2.27 -0.73 0.977
C 0.38 -2.18 0.43 -0.800
C 0.76 -2.29 1.90 -0.185
I 0.44 -4.10 -0.49 0.897
C -0.55 1.13 0.28 -0.306
O -0.51 1.29 -0.92 0.121
C 0.01 2.19 1.18 -0.153
C 1.18 2.92 0.60 -0.129
C 2.31 1.93 0.21 -0.181
C 3.70 2.56 0.38 -0.197
C 4.79 1.92 -0.49 -0.157
C 4.71 0.40 -0.63 -0.165
O 4.04 0.11 -1.88 -0.034
C 4.00 -1.20 -2.23 -0.536
C 2.69 -1.57 -2.87 0.024
O 4.91 -1.95 -2.06 0.132
C -0.58 2.35 2.36 -0.195
P -0.24 3.56 3.74 0.902
N -0.03 5.02 2.85 -0.177
O 1.30 3.06 4.10 -0.305
C -1.76 1.48 2.60 -0.394
O -2.74 1.90 3.16 0.092
H -1.88 -3.49 1.75 -0.010
H -3.43 -4.16 2.22 0.082
H -2.24 -3.77 3.46 0.058
H -4.04 -2.16 3.45 0.112
H -3.87 -1.80 1.76 0.046
H -3.15 -0.18 3.55 0.075
H -0.54 -0.89 -0.94 0.035
H 1.22 -1.69 -0.07 0.039
H 0.63 -1.32 2.39 0.040
H 1.82 -2.53 1.97 0.080
H 0.21 -3.05 2.45 0.047
H 0.85 3.43 -0.31 0.135
H 1.56 3.67 1.29 0.084
H 2.17 1.64 -0.83 0.119
H 2.22 1.04 0.84 0.117
H 3.99 2.54 1.44 0.114
H 3.63 3.62 0.11 0.114
H 4.73 2.34 -1.49 0.123
H 5.77 2.18 -0.09 0.114
H 4.13 -0.05 0.18 0.126
H 5.70 -0.05 -0.64 0.123
H 2.75 -2.57 -3.29 0.086
H 2.43 -0.85 -3.64 0.096
H 1.90 -1.53 -2.11 0.052
H -0.32 5.79 3.45 0.029
H 0.93 5.22 2.60 0.031
H 1.89 2.99 3.34 0.033
C -1.06 -4.87 -4.76 -0.115
C -1.04 -6.30 -5.27 -0.113
O -1.16 -7.06 -4.06 0.059
C -1.76 -6.28 -3.13 -0.591
O -2.14 -6.66 -2.07 0.151
O -1.84 -5.00 -3.56 0.012
H -1.55 -4.17 -5.43 0.133
H -0.07 -4.51 -4.49 0.126
H -1.89 -6.53 -5.92 0.132
H -0.11 -6.57 -5.78 0.131
C -2.69 3.69 -0.35 -0.112
C -2.56 5.09 0.24 -0.113
O -2.87 5.91 -0.89 0.059
C -3.62 5.20 -1.76 -0.570
O -4.18 5.65 -2.71 0.166
O -3.65 3.89 -1.39 0.069
H -3.06 2.96 0.36 0.130
H -1.76 3.34 -0.80 0.111
H -3.29 5.27 1.03 0.135
H -1.57 5.32 0.61 0.105
```

Results
**2S+1**: 1
**Molecular weight**: 890.2 g mol⁻¹
**HOMO-LUMO gap**: 7.440 eV



Record 3
# C25H35F17IN4O4

3 unconnected molecules or ions with the total composition C25H35F17IN4O4 in a non-equilibrium geometry (ωB97M-V/def2-TZVPD, the OMol25 dataset).

```
86
Properties=species:S:1:pos:R:3:lowdin_charge:R:1
C 3.45 4.10 2.85 -0.051
C 2.02 3.65 3.49 -0.032
C 1.77 3.10 5.04 -0.069
C 2.88 2.87 6.21 -0.126
C 2.37 3.15 7.74 -0.110
C 2.35 1.75 8.65 -0.267
O 2.59 1.77 9.99 -0.042
O 2.07 0.41 8.08 -0.053
N 0.27 2.86 4.96 -0.534
I -0.91 2.10 6.46 1.020
C -0.45 3.17 3.65 -0.015
N 0.70 3.66 2.76 -0.059
C 0.25 3.98 1.37 -0.145
C 1.22 4.90 0.45 -0.049
C 2.23 4.07 -0.54 -0.176
F 3.52 4.82 -0.56 0.012
F 2.40 2.69 0.07 -0.021
C 1.61 3.79 -2.05 -0.090
F 0.96 5.00 -2.65 0.031
F 0.59 2.72 -1.88 0.033
C 2.83 3.38 -3.11 -0.078
F 3.94 2.62 -2.46 0.045
F 3.45 4.70 -3.50 0.029
C 2.30 2.71 -4.51 -0.072
F 1.20 3.51 -5.17 0.044
F 3.46 2.81 -5.47 0.036
C 1.75 1.18 -4.40 -0.088
F 2.09 0.46 -3.16 0.053
F 0.24 1.28 -4.42 0.017
C 2.11 0.24 -5.73 -0.072
F 1.12 -0.90 -5.67 0.023
F 1.82 0.93 -7.02 0.054
C 3.59 -0.46 -5.66 -0.086
F 4.55 0.18 -4.73 0.051
F 3.40 -1.87 -5.17 0.032
C 4.31 -0.63 -7.16 -0.122
F 5.45 -1.60 -6.99 0.034
F 4.88 0.64 -7.69 0.055
F 3.39 -1.29 -8.15 0.042
H 4.24 4.06 3.74 0.094
H 3.89 3.35 2.04 0.108
H 3.49 5.23 2.47 0.103
H 3.26 1.76 6.16 0.139
H 3.82 3.58 6.02 0.138
H 3.20 3.83 8.27 0.149
H 1.35 3.71 7.84 0.097
H 2.02 -0.29 8.81 0.150
H -1.59 3.05 3.41 0.161
H -0.79 4.57 1.48 0.157
H -0.04 2.99 0.78 0.158
H 1.89 5.67 1.06 0.139
H 0.50 5.60 -0.21 0.154
C -0.10 -3.84 -3.30 -0.073
C -1.50 -3.82 -2.70 -0.424
C -2.13 -2.41 -2.64 -0.190
O -1.62 -1.59 -1.59 -0.193
C -0.39 -0.95 -1.89 -0.117
N -1.47 -4.46 -1.38 0.040
H 0.66 -3.49 -2.60 0.063
H 0.18 -4.87 -3.57 0.080
H -0.05 -3.23 -4.20 0.069
H -2.14 -4.44 -3.36 0.137
H -3.20 -2.53 -2.43 0.116
H -2.06 -1.90 -3.61 0.118
H -0.31 -0.68 -2.94 0.067
H 0.44 -1.60 -1.59 0.077
H -0.32 -0.04 -1.29 0.075
H -2.42 -4.53 -1.03 0.030
H -1.03 -3.79 -0.73 0.068
C -5.90 -3.81 0.19 -0.072
C -5.54 -5.28 0.45 -0.422
C -6.15 -5.84 1.75 -0.194
O -5.48 -5.41 2.94 -0.193
C -5.86 -4.12 3.40 -0.111
N -4.08 -5.42 0.43 0.037
H -5.32 -3.12 0.81 0.062
H -5.69 -3.55 -0.86 0.072
H -6.96 -3.63 0.36 0.079
H -5.95 -5.86 -0.38 0.137
H -6.04 -6.93 1.73 0.123
H -7.22 -5.63 1.82 0.119
H -6.92 -3.91 3.21 0.091
H -5.23 -3.36 2.94 0.069
H -5.69 -4.08 4.48 0.087
H -3.85 -6.41 0.50 0.086
H -3.72 -5.02 1.30 0.081
```

Results
**2S+1**: 1
**Molecular weight**: 905.4 g mol⁻¹
**Net charge**: +1
**HOMO-LUMO gap**: 5.779 eV



Record 4
# C25H35F24N3O6PS

4 unconnected molecules or ions with the total composition C25H35F24N3O6PS in a non-equilibrium geometry (ωB97M-V/def2-TZVPD, the OMol25 dataset).

```
95
Properties=species:S:1:pos:R:3:lowdin_charge:R:1
C 4.73 -0.96 3.24 0.018
C 4.19 -1.54 1.96 -0.449
O 4.39 -1.09 0.89 0.187
N 3.39 -2.81 2.02 -0.062
C 4.13 -3.84 2.75 -0.031
N 2.09 -2.63 2.66 -0.030
C 1.18 -3.76 2.20 -0.067
C -0.15 -3.27 1.65 -0.170
N -0.78 -2.31 2.53 -0.328
P -1.68 -2.81 3.93 0.912
C -0.55 -3.84 4.97 -0.283
C -2.84 -4.03 3.26 -0.273
C 0.03 -1.15 2.76 -0.382
S -0.60 0.26 1.70 0.668
C -1.52 1.33 2.77 -0.116
O 0.57 0.96 1.21 -0.319
O -1.50 -0.31 0.73 -0.298
C 1.51 -1.28 2.37 -0.076
H 5.43 -1.64 3.73 0.091
H 5.25 -0.04 3.00 0.104
H 3.95 -0.74 3.97 0.087
H 5.10 -3.95 2.28 0.118
H 3.61 -4.80 2.67 0.095
H 4.27 -3.60 3.81 0.097
H 2.21 -2.74 3.67 0.174
H 1.73 -4.28 1.42 0.114
H 1.06 -4.46 3.01 0.110
H -0.04 -2.85 0.65 0.121
H -0.78 -4.15 1.52 0.120
H 0.39 -3.31 5.15 0.022
H -1.05 -4.01 5.92 0.044
H -0.31 -4.83 4.55 0.034
H -3.24 -3.64 2.33 0.052
H -3.66 -4.08 3.97 0.042
H -2.44 -5.04 3.12 0.045
H -0.11 -0.82 3.79 0.101
H -1.55 0.90 3.78 0.068
H -2.53 1.40 2.38 0.063
H -1.02 2.29 2.79 0.073
H 2.06 -0.52 2.91 0.128
H 1.63 -1.11 1.30 0.138
C 0.14 -5.30 -3.30 -0.044
C -0.03 -5.43 -1.78 -0.428
C 1.09 -6.06 -0.95 -0.300
F 1.43 -7.28 -1.38 0.121
F 0.66 -6.17 0.34 0.072
F -1.21 -6.00 -1.49 0.145
F -0.09 -4.13 -1.31 0.076
O -0.36 -6.32 -4.13 0.060
C 0.32 -7.48 -4.38 -0.543
C -0.35 -8.72 -3.76 -0.280
F -0.66 -8.50 -2.46 0.095
F 0.52 -9.75 -3.82 0.110
F 1.61 -7.37 -4.04 0.149
F 0.27 -7.67 -5.72 0.154
H -0.46 -4.43 -3.56 0.155
H 1.18 -5.05 -3.54 0.152
H 1.97 -5.41 -0.96 0.172
H -1.25 -8.97 -4.31 0.177
C -2.47 4.67 -0.81 -0.049
C -3.34 3.75 0.05 -0.419
C -3.74 2.37 -0.49 -0.303
F -4.34 2.44 -1.69 0.109
F -4.60 1.81 0.39 0.093
F -4.43 4.42 0.48 0.144
F -2.58 3.46 1.16 0.067
O -3.09 5.62 -1.64 0.058
C -3.58 5.33 -2.88 -0.544
C -5.12 5.38 -2.95 -0.281
F -5.68 4.71 -1.93 0.099
F -5.51 4.82 -4.11 0.105
F -3.10 4.16 -3.33 0.152
F -3.14 6.29 -3.72 0.140
H -1.93 5.28 -0.08 0.146
H -1.72 4.09 -1.35 0.142
H -2.85 1.73 -0.56 0.160
H -5.44 6.43 -2.92 0.175
C 2.63 7.82 -1.46 -0.044
C 1.84 6.79 -0.65 -0.439
C 1.54 5.42 -1.28 -0.293
F 0.94 5.53 -2.48 0.101
F 0.69 4.75 -0.46 0.084
F 0.71 7.33 -0.18 0.135
F 2.63 6.48 0.42 0.093
O 1.91 8.77 -2.22 0.057
C 1.43 8.51 -3.47 -0.543
C -0.12 8.44 -3.53 -0.280
F -0.61 7.66 -2.54 0.092
F -0.48 7.91 -4.72 0.107
F 1.99 7.41 -4.00 0.149
F 1.77 9.55 -4.25 0.146
H 3.12 8.42 -0.70 0.152
H 3.41 7.34 -2.05 0.150
H 2.46 4.84 -1.39 0.174
H -0.52 9.45 -3.43 0.176
```

Results
**Relative energy (zero: lowest compared OMol25 entry of this formula, charge and spin)**: 0.0 kcal per mole
**2S+1**: 1
**Molecular weight**: 992.6 g mol⁻¹
**Net charge**: +1
**HOMO-LUMO gap**: 8.761 eV



Record 5
# C25H35N10O2S2Tl

A molecular structure, C25H35N10O2S2Tl in a non-equilibrium geometry (ωB97M-V/def2-TZVPD, the OMol25 dataset).

```
75
Properties=species:S:1:pos:R:3:lowdin_charge:R:1
Tl -0.17 -1.14 0.13 0.805
O -1.78 2.67 -2.35 0.011
C -1.70 3.67 -1.45 -0.266
C -1.77 4.99 -1.89 -0.022
C -1.68 6.04 -1.00 -0.091
C -1.49 5.79 0.35 -0.100
C -1.41 4.49 0.81 -0.034
C -1.51 3.42 -0.08 -0.086
C -1.43 2.03 0.41 -0.452
O -1.60 1.08 -0.41 -0.188
N -1.17 1.88 1.71 0.052
N -0.94 0.61 2.07 -0.059
C -0.72 0.37 3.32 -0.140
C -0.39 -0.97 3.74 -0.298
C 0.01 -1.22 5.05 -0.020
C 0.37 -2.51 5.41 -0.068
C 0.29 -3.52 4.46 -0.056
C -0.15 -3.18 3.18 -0.158
N -0.47 -1.95 2.83 0.041
H -1.77 1.83 -1.78 0.041
H -1.91 5.18 -2.95 0.109
H -1.75 7.06 -1.35 0.101
H -1.41 6.61 1.05 0.095
H -1.28 4.27 1.86 0.102
H -0.73 1.16 4.07 0.123
H 0.05 -0.42 5.77 0.110
H 0.70 -2.73 6.41 0.106
H 0.56 -4.54 4.70 0.102
H -0.26 -3.93 2.41 0.081
C 2.66 -1.47 -1.96 -0.211
C 2.94 0.00 -1.60 -0.202
N 1.87 0.61 -0.81 -0.108
C 2.32 1.47 0.27 -0.186
C 2.38 0.73 1.64 -0.196
N 2.26 -0.71 1.50 -0.114
C 3.49 -1.40 1.16 -0.197
C 3.26 -2.57 0.18 -0.200
N 2.25 -2.26 -0.82 -0.155
H 1.84 -1.51 -2.68 0.098
H 3.57 -1.87 -2.44 0.117
H 3.87 0.05 -1.04 0.097
H 3.11 0.55 -2.54 0.121
H 1.22 1.09 -1.41 0.104
H 3.30 1.91 0.05 0.110
H 1.61 2.30 0.38 0.111
H 3.31 1.02 2.16 0.115
H 1.55 1.07 2.25 0.087
H 1.84 -1.12 2.31 0.082
H 4.18 -0.69 0.71 0.098
H 4.00 -1.80 2.06 0.121
H 4.23 -2.84 -0.27 0.116
H 2.91 -3.44 0.74 0.115
H 1.81 -3.11 -1.14 0.106
S -1.68 -0.93 -3.01 0.705
C -0.82 -0.55 -4.35 -0.843
N -1.02 0.70 -4.95 0.072
C -0.48 1.01 -6.14 -0.070
C 0.34 0.11 -6.76 -0.051
C 0.60 -1.10 -6.06 -0.121
N 0.07 -1.40 -4.92 0.058
H -1.61 1.35 -4.44 0.125
H -0.70 1.98 -6.55 0.132
H 0.79 0.30 -7.72 0.097
H 1.30 -1.82 -6.47 0.114
C -3.91 -1.69 2.74 -0.076
N -3.38 -2.79 1.97 -0.063
C -2.94 -2.68 0.70 -1.007
N -3.30 -1.60 -0.02 0.100
S -2.06 -3.93 0.04 0.548
H -4.10 -2.03 3.75 0.089
H -4.84 -1.34 2.30 0.088
H -3.19 -0.86 2.77 0.067
H -2.97 -3.56 2.48 0.101
H -3.47 -0.72 0.44 0.092
H -2.92 -1.54 -0.95 -0.024
```

Results
**Relative energy (zero: lowest compared OMol25 entry of this formula, charge and spin)**: 19.6 kcal per mole
**2S+1**: 1
**Molecular weight**: 776.1 g mol⁻¹
**HOMO-LUMO gap**: 6.685 eV



Record 6
# C25H35N2W

A molecular structure, C25H35N2W in a non-equilibrium geometry (ωB97M-V/def2-TZVPD, the OMol25 dataset).

```
63
Properties=species:S:1:pos:R:3:mulliken_spin:R:1
C 0.25 2.48 -0.42 0.054
C -0.69 1.77 -1.25 0.152
C 0.04 0.81 -2.04 0.289
C 1.44 0.94 -1.70 0.009
C 1.56 1.94 -0.68 -0.141
W 0.30 0.31 0.06 1.917
C 2.48 -3.16 0.71 0.039
C 2.15 -1.90 1.23 -0.078
H 1.69 -1.87 2.23 -0.010
C 2.25 -0.61 0.59 0.061
H 2.85 -0.65 -0.32 -0.001
H 2.66 0.20 1.19 -0.004
C 1.44 -4.17 1.34 0.000
H 0.76 -3.60 1.97 0.001
H 0.80 -4.61 0.56 0.002
H 1.73 -5.05 1.95 -0.001
C 2.14 -3.15 -0.81 0.025
H 1.53 -2.25 -0.98 0.015
H 2.93 -3.08 -1.57 0.000
H 1.48 -3.97 -1.10 0.000
C -2.12 2.18 -1.39 -0.041
H -2.56 2.42 -0.40 0.004
H -2.20 3.08 -2.02 0.002
H -2.73 1.39 -1.85 -0.002
C -0.49 -0.11 -3.10 -0.020
H -1.49 -0.46 -2.82 -0.019
H -0.56 0.41 -4.07 0.007
H 0.16 -0.99 -3.22 -0.006
C 2.57 0.33 -2.48 -0.007
H 2.28 -0.62 -2.94 -0.005
H 2.91 1.00 -3.28 0.002
H 3.45 0.16 -1.84 0.000
C 2.83 2.50 -0.12 -0.011
H 3.62 1.74 -0.11 -0.001
H 3.20 3.34 -0.73 0.004
H 2.67 2.88 0.89 -0.002
C -0.04 3.71 0.36 -0.002
H 0.70 3.85 1.16 0.004
H -0.01 4.61 -0.28 -0.001
H -1.04 3.67 0.82 -0.005
C -2.38 -0.92 -0.09 -0.337
C -2.18 -2.39 0.29 0.005
C -3.55 -0.63 -0.76 0.107
C -2.24 -3.06 -0.93 -0.094
H -1.70 -2.98 1.04 -0.014
C -4.13 -1.72 -1.50 -0.095
H -4.16 0.32 -0.79 -0.008
C -3.38 -2.85 -1.73 0.058
H -1.53 -3.82 -1.26 0.004
H -5.03 -1.56 -2.08 -0.004
H -3.60 -3.48 -2.57 0.001
C -2.29 1.22 2.27 0.039
C -0.90 1.33 2.74 0.040
N 0.22 1.01 2.08 0.050
C 1.30 1.35 2.94 0.041
C 0.79 1.84 4.09 0.003
N -0.58 1.82 3.93 0.007
H -2.92 0.93 3.14 0.000
H -2.65 2.19 1.89 -0.001
H -2.38 0.44 1.50 -0.027
H 2.33 1.17 2.69 -0.001
H 1.30 2.21 4.96 -0.001
H -1.28 2.12 4.63 -0.001
```

Results
**Relative energy (zero: lowest compared OMol25 entry of this formula, charge and spin)**: 23.2 kcal per mole
**2S+1**: 3
**Molecular weight**: 547.4 g mol⁻¹
**Net charge**: +1
**HOMO-LUMO gap (spin up / spin down)**: 5.220 / 6.964 eV